Model i:
Here is C7H10O as an isolated structure from the OMol25 dataset. Energies are from ωB97M-V/def2-TZVPD.

The multiplicity is 1. Its net charge is 0. The value obtained for the gap between HOMO and LUMO is 8.23 eV.

Positions of all 18 atoms, in Å:
C (1.692, 0.524, 0.112)
C (0.575, 0.841, 1.117)
C (-0.768, 1.155, 0.929)
C (-1.328, 1.262, -0.358)
C (-1.054, 0.303, -1.244)
C (-0.767, -1.203, -1.263)
C (-0.442, -1.651, 0.052)
H (1.773, -1.360, 0.538)
H (2.269, 1.347, 0.522)
H (1.363, 0.710, -0.999)
H (0.807, 0.501, 2.197)
H (-1.152, 1.325, 1.916)
H (-1.875, 2.120, -0.688)
H (-1.721, 0.478, -2.163)
H (-1.287, -1.934, -2.607)
H (-0.237, -0.870, 1.126)
H (-0.230, -2.812, 0.217)
O (2.383, -0.735, 0.596)

Results of the Mulliken charge analysis, in e, for atoms 1 through 2: -0.327, -0.638

Model ii:
Here is one molecule with the formula C7H10O from the OMol25 dataset. Energies are from ωB97M-V/def2-TZVPD.

Its SMILES is O[C@@]12C[C@H]3C[C@@H]1[C@@H]2C3. The multiplicity is 1. Its net charge is 0. The value obtained for the gap between HOMO and LUMO is 9.49 eV.

Positions of all 18 atoms, in Å:
C (0.836, -0.165, -0.787)
C (-0.557, -0.116, -1.315)
C (-1.255, 0.055, 0.044)
C (-0.552, 1.269, 0.518)
C (0.854, 0.785, 0.239)
C (0.718, -0.718, 0.639)
C (-0.688, -1.062, 0.990)
H (2.827, 0.016, -1.174)
H (-0.737, 0.787, -1.976)
H (-0.728, -1.114, -1.695)
H (-2.380, -0.031, -0.175)
H (-0.838, 2.285, 0.022)
H (-0.708, 1.551, 1.550)
H (1.731, 1.242, 0.815)
H (1.637, -1.119, 1.206)
H (-1.001, -0.941, 2.094)
H (-1.083, -2.086, 0.603)
O (1.923, -0.636, -1.599)

Results of the Mulliken charge analysis, in e, for atoms 1 through 2: 0.400, -0.571

Model iii:
Here is a 2-piece molecular cluster, C7H10O overall from the OMol25 dataset. Energies are from ωB97M-V/def2-TZVPD.

Its SMILES is Cc1ccccc1.O. The multiplicity is 1. Its net charge is 0. The value obtained for the gap between HOMO and LUMO is 9.83 eV.

Positions of all 18 atoms, in Å:
C (-2.490, -1.713, 1.300)
C (-0.161, -2.283, 0.492)
C (-1.229, -1.365, 0.524)
C (-1.170, -0.283, -0.326)
C (0.030, 0.056, -0.986)
C (1.148, -0.722, -0.778)
C (1.055, -1.904, -0.045)
H (-3.258, -1.800, 0.529)
H (-2.762, -0.959, 2.026)
H (-2.426, -2.718, 1.694)
H (-0.307, -3.289, 0.883)
H (-1.989, 0.423, -0.365)
H (-0.038, 0.953, -1.594)
H (2.024, -0.528, -1.392)
H (1.920, -2.553, 0.083)
H (2.267, 5.118, -0.074)
H (3.198, 6.233, -0.583)
O (2.274, 6.040, -0.344)

Results of the Mulliken charge analysis, in e, for atoms 1 through 2: -1.287, -0.366

Model iv:
Here is a 2-piece molecular cluster, C7H10O overall from the OMol25 dataset. Energies are from ωB97M-V/def2-TZVPD.

Its SMILES is c1ccccc1.CO. The multiplicity is 1. Its net charge is 0. The value obtained for the gap between HOMO and LUMO is 10.01 eV.

Positions of all 18 atoms, in Å:
C (-2.509, -0.745, -0.055)
C (-2.555, 0.589, 0.075)
C (-1.480, 1.417, -0.011)
C (-0.272, 0.770, -0.123)
C (-0.127, -0.570, -0.149)
C (-1.160, -1.352, -0.105)
C (2.488, -0.255, 0.161)
H (-3.399, -1.390, -0.073)
H (-3.663, 1.012, 0.115)
H (-1.723, 2.524, -0.202)
H (0.564, 1.458, -0.511)
H (0.816, -1.121, 0.031)
H (-1.150, -2.456, -0.043)
H (3.893, 1.076, 0.347)
H (2.303, -1.231, -0.206)
H (2.422, -0.195, 1.319)
H (1.777, 0.309, -0.352)
O (3.774, 0.158, -0.217)

Results of the Mulliken charge analysis, in e, for atoms 1 through 2: -0.466, -0.040

Which of them is most stable, and which least? Most stable: model iii; least stable: model i.

Model i:
Here is one molecule with the formula C7H10O from the OMol25 dataset. Energies are from ωB97M-V/def2-TZVPD.

Its SMILES is C=C1CC[C@@H]2C[C@]12O. The multiplicity is 1. Its net charge is 0. The value obtained for the gap between HOMO and LUMO is 9.32 eV.

Positions of all 18 atoms, in Å:
C (-0.165, -0.792, 0.336)
C (-0.611, -0.212, 1.814)
C (-1.336, 0.306, 0.478)
C (-0.818, 1.610, -0.234)
C (0.563, 1.276, -0.570)
C (0.862, -0.232, -0.623)
C (1.657, -0.930, -1.447)
H (-0.021, -2.506, 1.214)
H (-1.162, -1.139, 2.247)
H (0.174, 0.409, 2.582)
H (-2.208, -0.391, -0.096)
H (-0.947, 2.396, 0.372)
H (-1.660, 1.662, -1.074)
H (1.340, 1.715, 0.068)
H (0.821, 1.695, -1.617)
H (2.117, -0.621, -2.482)
H (1.791, -2.033, -1.214)
O (-0.399, -2.215, 0.243)

Results of the Mulliken charge analysis, in e, for atoms 1 through 2: 0.498, -1.049

Model ii:
Here is a 2-piece molecular cluster, C7H10O overall from the OMol25 dataset. Energies are from ωB97M-V/def2-TZVPD.

The multiplicity is 1. Its net charge is 0. The value obtained for the gap between HOMO and LUMO is 9.90 eV.

Positions of all 18 atoms, in Å:
C (-0.781, -0.279, 0.016)
C (-1.159, 0.903, 0.676)
C (-0.425, 0.954, -0.625)
C (0.973, 1.326, -0.309)
C (1.474, 0.030, 0.487)
C (1.586, -1.101, -0.412)
C (0.455, -0.955, 0.515)
H (-2.671, -0.958, 0.620)
H (-0.405, 1.425, 1.320)
H (-2.188, 1.143, 0.605)
H (-1.093, 1.329, -1.349)
H (0.880, 2.257, 0.192)
H (1.352, 1.300, -1.229)
H (2.238, 0.088, 1.358)
H (2.163, -1.856, -0.357)
H (1.574, -0.556, -1.541)
H (0.358, -1.004, 1.660)
O (-1.869, -1.054, -0.421)

Results of the Mulliken charge analysis, in e, for atoms 1 through 2: 1.021, -1.103

Which of them is most stable, and which least? Most stable: model i; least stable: model ii.

Model i:
Here is C7H10O as an isolated structure from the OMol25 dataset. Energies are from ωB97M-V/def2-TZVPD.

The multiplicity is 1. Its net charge is 0. The value obtained for the gap between HOMO and LUMO is 9.81 eV.

Positions of all 18 atoms, in Å:
C (-0.188, -0.380, 1.331)
C (-0.057, -0.035, -0.179)
C (-1.273, -0.432, -0.914)
C (-2.360, -0.836, -0.098)
C (1.329, -0.506, -0.640)
C (2.395, -1.099, 0.016)
C (0.079, 1.315, -0.431)
H (0.715, -0.524, 1.968)
H (-0.851, 0.185, 2.043)
H (-0.972, -1.427, 1.689)
H (-1.515, -0.040, -1.843)
H (-3.228, -1.280, -0.538)
H (-2.252, -1.120, 0.919)
H (1.766, 0.080, -1.652)
H (3.409, -1.282, -0.498)
H (2.108, -1.059, 1.040)
H (0.272, 1.635, -1.525)
O (0.124, 2.084, 0.486)

Results of the Mulliken charge analysis, in e, for atoms 1 through 2: -1.645, 2.686

Model ii:
Here is one molecule with the formula C7H10O from the OMol25 dataset. Energies are from ωB97M-V/def2-TZVPD.

Its SMILES is C1=C\CCOC\C=C/1. The multiplicity is 1. Its net charge is 0. The value obtained for the gap between HOMO and LUMO is 9.58 eV.

Positions of all 18 atoms, in Å:
C (0.362, 0.433, -0.596)
C (-0.483, 0.547, -1.812)
C (-1.672, -0.030, -1.099)
C (-1.744, -0.501, 0.159)
C (-0.817, -0.616, 1.328)
C (0.492, -0.534, 1.550)
C (1.769, 0.089, 0.929)
H (-0.229, 1.330, -0.068)
H (0.218, -0.519, -0.298)
H (-0.129, -0.207, -2.629)
H (-0.842, 1.544, -2.194)
H (-2.420, -0.365, -1.926)
H (-2.777, -0.959, 0.368)
H (-1.351, -0.900, 2.319)
H (0.824, -0.983, 2.479)
H (2.008, 1.028, 1.588)
H (2.682, -0.602, 1.015)
O (1.822, 0.539, -0.425)

Results of the Mulliken charge analysis, in e, for atoms 1 through 2: -0.478, -0.220

Which of them is most stable, and which least? Most stable: model ii; least stable: model i.